1.
DFT (wB97M-V/def2-TZVPD) results for a structure of composition CH2O4.

HOMO-LUMO gap (eV): 11.2
Relative energy (zero: lowest compared OMol25 entry of this formula, charge and spin) (kJ/mol): 315.4
E (eV): -9253.8690
HOMO energy (Ha): -0.3927

Structure (ORCA input):
```
! RIJCOSX wB97M-V def2-TZVPD def2/J DEFGRID3
* xyz 0 1
C 0.28 -0.37 -0.11
O 1.53 -0.06 -0.40
O 1.23 -0.79 0.74
O -0.65 -0.84 -0.88
O -0.69 0.98 0.62
H -1.55 -0.75 -0.51
H -0.15 1.83 0.54
*
```

2.
DFT (wB97M-V/def2-TZVPD) results for a cluster of 2 separate species, C3H12N5O in total.

HOMO-LUMO gap (alpha / beta) (eV): 8.6 / 8.6
E (eV): -12789.9956
HOMO energy (alpha / beta) (Ha): -0.4664 / -0.4664

Structure (ORCA input):
```
! RIJCOSX wB97M-V def2-TZVPD def2/J DEFGRID3
* xyz 1 1
C 1.93 0.41 -0.44
C -1.77 2.10 0.07
C -0.42 -2.23 0.64
N 2.76 -0.49 -0.54
N 1.77 1.69 -0.25
N -0.75 1.27 -0.47
N -0.33 0.11 0.11
N -1.15 -1.11 0.00
O 2.58 -1.81 -0.63
H -1.62 3.18 -0.26
H -2.81 1.63 -0.14
H -1.59 2.24 1.12
H -1.06 -2.99 1.08
H 0.34 -2.62 0.08
H -0.03 -1.85 1.59
H 2.24 2.09 0.55
H 0.72 1.89 -0.22
H -0.84 1.22 -1.47
H -1.33 -1.51 -0.92
H -2.14 -0.98 0.51
H 3.48 -2.24 -0.40
*
```

3.
DFT (wB97M-V/def2-TZVPD) results for a structure of composition C34H29BrCoN8S3.

HOMO-LUMO gap (alpha / beta) (eV): 7.7 / 7.7
⟨S²⟩: 3.7593
Relative energy (zero: lowest compared OMol25 entry of this formula, charge and spin) (kJ/mol): 0.0
E (eV): -187824.8409
HOMO energy (alpha / beta) (Ha): -0.2673 / -0.2675

Structure (ORCA input):
```
! RIJCOSX wB97M-V def2-TZVPD def2/J DEFGRID3
* xyz 0 4
Co 1.43 1.10 -1.34
C 3.59 -3.63 2.61
C 2.86 -2.39 2.12
C 1.44 -2.37 2.09
C 0.78 -1.23 1.68
C 1.45 -0.10 1.19
N 0.73 0.92 0.47
C 0.15 1.91 1.16
C -0.07 1.79 2.56
C -0.72 2.76 3.28
C -1.23 3.92 2.69
C -2.06 4.91 3.47
C -1.00 4.07 1.36
C -0.33 3.13 0.59
N -0.27 3.42 -0.83
C -1.18 4.16 -1.48
C -0.65 4.36 -2.77
C 0.53 3.64 -2.76
N 0.77 3.10 -1.59
C 2.82 -0.10 1.29
C 3.50 -1.25 1.71
N 3.59 1.03 0.77
C 4.52 1.70 1.49
C 4.84 2.87 0.81
C 4.00 2.79 -0.36
N 3.26 1.70 -0.36
H 3.30 -3.91 3.60
H 4.67 -3.51 2.58
H 3.32 -4.46 1.97
H 0.92 -3.27 2.39
H -0.31 -1.23 1.61
H 0.25 0.91 3.06
H -0.90 2.58 4.34
H -2.82 4.37 4.06
H -2.51 5.64 2.80
H -1.40 5.36 4.22
H -1.26 4.94 0.78
H -2.10 4.50 -1.01
H -1.04 4.94 -3.61
H 1.29 3.50 -3.55
H 4.58 -1.19 1.73
H 4.84 1.28 2.41
H 5.52 3.62 1.17
H 3.88 3.49 -1.18
C -3.94 0.10 -0.01
C -3.14 0.48 -1.24
C -3.75 0.93 -2.40
C -2.97 1.24 -3.48
C -1.59 1.01 -3.38
Br -0.48 1.18 -4.92
N -1.01 0.62 -2.27
C -1.75 0.37 -1.21
H -4.79 0.79 0.14
H -3.24 0.16 0.82
H -4.24 -0.94 -0.07
H -4.87 1.00 -2.44
H -3.35 1.56 -4.44
H -1.23 -0.03 -0.33
S 1.80 -5.92 -0.47
C 1.66 -4.37 -0.98
S 2.95 -3.28 -1.37
C 1.78 -2.10 -1.88
N 0.55 -2.47 -1.80
N 0.51 -3.73 -1.25
C -0.80 -4.33 -1.25
C -1.72 -3.79 -0.38
C -2.93 -4.48 -0.15
C -3.21 -5.62 -0.88
C -2.29 -6.08 -1.82
C -1.11 -5.44 -2.03
S 2.27 -0.60 -2.65
H -1.48 -2.93 0.21
H -3.57 -4.10 0.63
H -4.14 -6.16 -0.86
H -2.52 -6.97 -2.40
H -0.34 -5.86 -2.66
*
```

4.
DFT (wB97M-V/def2-TZVPD) results for a structure of composition C19H25N3OS.

HOMO-LUMO gap (eV): 7.7
Relative energy (zero: lowest compared OMol25 entry of this formula, charge and spin) (kJ/mol): 1741.9
E (eV): -37445.6900
HOMO energy (Ha): -0.2737

Structure (ORCA input):
```
! RIJCOSX wB97M-V def2-TZVPD def2/J DEFGRID3
* xyz 0 1
C -4.49 -0.26 -1.86
N -5.28 0.08 -0.87
C -6.61 0.35 -1.01
C -7.24 0.53 0.22
C -6.20 0.38 1.00
C -5.14 0.18 0.49
C -3.77 0.01 1.09
N -3.17 -1.15 0.49
C -1.87 -1.47 0.48
O -1.42 -2.71 0.51
C -1.00 -0.13 0.55
C -1.59 1.02 0.28
N -2.81 0.96 0.16
H -3.14 2.18 0.42
S -0.30 2.15 0.13
C 0.91 0.94 0.53
C 0.52 -0.44 0.60
C 1.44 -1.44 0.69
C 2.60 -1.06 -0.57
H 1.94 -1.24 -1.34
H 3.20 -1.96 -0.55
C 3.06 0.32 -0.34
H 3.11 0.73 -1.46
C 2.37 1.29 0.58
H 2.63 2.43 -0.17
H 2.88 1.16 1.42
C 4.71 -0.02 -0.17
C 5.47 -0.42 -1.32
H 5.20 -0.11 -2.13
H 5.11 -1.64 -1.32
H 6.51 -0.50 -1.13
C 5.24 1.56 -0.24
H 5.05 2.18 -0.99
H 4.89 2.00 0.73
H 6.33 1.47 -0.04
C 5.02 -0.33 1.20
H 4.67 -1.56 0.98
H 4.48 -0.01 2.26
H 6.03 -0.48 1.38
H 1.86 -1.25 1.68
H 1.06 -2.43 0.65
H -3.92 -1.87 0.95
H -3.78 0.25 2.06
H -6.32 0.61 2.23
H -8.43 0.81 0.40
H -7.11 0.10 -1.95
H -4.96 -0.18 -2.85
H -4.14 -1.46 -1.86
H -3.61 0.43 -1.99
*
```

5.
DFT (wB97M-V/def2-TZVPD) results for a structure of composition C2NO5.

HOMO-LUMO gap (eV): 7.8
Relative energy (zero: lowest compared OMol25 entry of this formula, charge and spin) (kJ/mol): 178.6
E (eV): -13799.8388
HOMO energy (Ha): -0.1415

Structure (ORCA input):
```
! RIJCOSX wB97M-V def2-TZVPD def2/J DEFGRID3
* xyz -1 1
C 0.44 0.23 0.21
C -0.88 0.56 1.59
N 0.28 -0.50 -1.74
O -1.54 -0.41 1.63
O 1.53 0.08 0.56
O -0.42 1.53 2.17
O -0.39 0.02 -2.60
O 0.97 -1.50 -1.83
*
```